No. 1
Computed, not measured: a structure of composition CH12FO5Zr in a non-equilibrium geometry, with ωB97M-V/def2-TZVPD.

XYZ file:
```
20
CH12FO5Zr | OMol25 | ωB97M-V/def2-TZVPD
F -0.494 -0.867 0.206
H 1.429 -1.215 -1.606
O -1.759 -0.689 -2.359
H -1.232 -3.846 1.888
H 1.381 3.531 1.970
H -1.668 -2.341 1.859
O 0.576 0.310 2.738
O 1.517 2.693 1.493
H -2.364 0.087 -2.329
Zr -1.139 -2.469 -0.958
H 0.979 1.806 -0.269
H -0.022 3.145 0.266
O 0.713 -1.720 -2.057
H 1.583 3.508 -0.430
H -1.379 -0.681 -3.260
H 1.074 1.059 2.339
H 0.142 -0.194 2.033
H 1.018 -1.833 -2.986
O -1.373 -3.081 1.282
C 1.020 2.797 0.179
```

Summary:
- HOMO (eV) = -19.2
- gap between HOMO and LUMO (hartree) = 0.093
- charge = +3
- ΔE to the lowest compared entry with this formula, charge and spin (eV) = 0.000

---

No. 2
Computed, not measured: a structure of composition C14H20OPS3TeV in a non-equilibrium geometry, with ωB97M-V/def2-TZVPD.

XYZ file:
```
41
C14H20OPS3TeV | OMol25 | ωB97M-V/def2-TZVPD
C 7.052 -1.818 17.108
C 5.532 -3.435 11.881
C 10.971 -2.471 14.023
S 10.087 2.537 12.346
H 9.184 -1.016 19.003
H 7.946 1.051 17.947
H 6.700 -1.532 18.114
C 11.966 -2.890 13.008
S 8.613 -0.108 12.650
S 10.857 0.498 14.414
C 4.293 -3.639 11.301
H 8.573 -3.357 11.785
H 9.881 -2.329 17.995
C 9.878 1.094 12.939
V 9.472 -1.241 14.466
H 6.238 -1.419 16.490
P 8.542 -0.887 16.682
H 12.953 -2.550 13.267
C 8.038 0.800 16.920
H 10.567 -0.731 17.994
C 9.652 -1.273 18.027
C 4.113 -4.776 10.506
O 10.718 -2.887 15.115
H 3.169 -4.829 9.975
C 6.629 -4.318 11.622
H 11.756 -2.398 12.045
H 11.947 -4.013 12.921
H 3.506 -2.856 11.392
C 5.160 -5.641 10.241
H 7.304 -6.030 10.527
H 7.163 1.087 16.339
H 6.022 -1.394 12.510
H 7.063 -2.864 16.976
H 8.859 1.501 16.586
H 4.875 -2.187 13.583
Te 7.247 -3.101 14.122
C 5.715 -2.385 12.909
H 5.041 -6.424 9.579
C 6.430 -5.424 10.791
H 8.442 -4.965 12.546
C 7.929 -4.075 12.279
```

Summary:
- 2S+1 = 2
- HOMO (alpha / beta) (eV) = -11.4 / -11.4
- gap between HOMO and LUMO (alpha / beta) (hartree) = 0.249 / 0.268
- charge = +1

---

No. 3
Computed, not measured: a structure of composition C38H28GeN4O4S2W in a non-equilibrium geometry, with ωB97M-V/def2-TZVPD.

XYZ file:
```
78
C38H28GeN4O4S2W | OMol25 | ωB97M-V/def2-TZVPD
H 0.381 -1.876 3.759
H -2.907 -0.397 6.054
O 1.765 -1.126 -2.904
C 1.332 3.413 -2.905
H 1.056 5.542 -2.870
C 1.191 -0.440 0.608
S 0.562 -1.844 -2.593
H 2.799 1.823 0.080
C 1.009 2.220 -2.283
C -1.858 1.056 4.876
C -0.245 -1.043 4.064
C 2.002 2.296 2.017
C -1.616 -0.566 -2.574
C -0.169 -2.772 -5.167
S -2.817 0.463 -2.083
H 1.858 -1.254 0.313
C -2.738 0.082 1.674
C 0.817 4.596 -2.401
C -2.015 -2.015 0.994
C 1.815 3.326 2.938
H -0.674 2.280 3.592
C -2.561 1.590 1.598
H 6.143 -1.933 5.043
C -1.208 3.256 0.498
C 4.323 -0.817 5.272
C 5.133 -1.649 3.171
N -1.879 -0.686 0.987
H -4.436 0.210 2.935
H -1.284 -2.577 0.427
C 2.209 4.627 2.651
H 1.359 3.127 3.901
H 0.738 -3.353 -5.263
C 5.282 -1.507 4.543
N -1.438 1.946 0.877
H -1.472 -2.277 5.316
C -0.434 -2.028 -4.034
H 4.434 -0.705 6.343
O 0.652 -3.070 -1.856
W -0.364 0.401 -0.115
C 2.631 2.609 0.810
C -3.777 -0.460 2.403
C 0.016 0.239 3.572
H 1.396 1.267 -2.622
H -4.728 -2.295 2.975
C 3.040 3.903 0.522
C -2.283 -1.981 -6.046
C 4.026 -1.101 2.534
C -0.813 1.280 3.986
H -3.119 -3.702 1.685
Ge 1.528 0.420 2.339
H -3.006 -1.973 -6.851
H 2.476 0.252 5.218
C -1.120 -2.737 -6.179
H 3.533 4.117 -0.420
C -3.925 -1.837 2.412
C -2.529 -1.240 -4.898
H 3.927 -1.222 1.460
C -1.583 -1.274 -3.889
H 1.982 3.398 -3.769
H -0.428 5.451 -0.837
C 3.056 -0.405 3.250
H -3.427 -0.648 -4.779
H 3.128 5.933 1.216
C -2.095 -0.220 5.360
C 3.220 -0.273 4.629
H -2.493 1.881 5.174
C -3.035 -2.625 1.698
C -0.004 4.564 -1.285
C 2.819 4.920 1.440
H 2.039 5.412 3.377
N 0.205 2.195 -1.215
C -1.289 -1.275 4.946
N -0.520 -0.826 -1.843
H -0.954 -3.306 -7.084
H 5.875 -2.188 2.596
C -0.289 3.340 -0.716
O -3.386 2.314 2.099
O -1.640 4.267 0.988
```

Summary:
- 2S+1 = 3
- HOMO (alpha / beta) (eV) = -6.2 / -8.2
- gap between HOMO and LUMO (alpha / beta) (hartree) = 0.212 / 0.276
- charge = 0
- ΔE to the lowest compared entry with this formula, charge and spin (eV) = 0.000

---

No. 4
Computed, not measured: a cluster of 2 separate species, C2H2NO3 in total in a non-equilibrium geometry, with ωB97M-V/def2-TZVPD.

XYZ file:
```
8
C2H2NO3 | OMol25 | ωB97M-V/def2-TZVPD
N 0.487 -1.289 -0.497
O 1.659 -1.669 -0.896
O 3.899 0.871 -1.005
O 4.234 -0.019 1.161
C 0.233 -0.346 0.314
H 0.976 0.098 0.909
H -0.697 -0.311 0.828
C 4.038 0.315 0.027
```

Summary:
- HOMO (eV) = -2.0
- gap between HOMO and LUMO (hartree) = 0.204
- charge = -1
- ΔE to the lowest compared entry with this formula, charge and spin (eV) = 3.907

---

No. 5
Computed, not measured: a structure of composition AsF7Rb in a non-equilibrium geometry, with ωB97M-V/def2-TZVPD.

XYZ file:
```
9
AsF7Rb | OMol25 | ωB97M-V/def2-TZVPD
F 19.026 -17.004 5.639
F 20.868 -15.363 5.644
Rb 20.162 -12.404 7.710
F 20.520 -14.955 8.023
F 20.894 -17.227 7.228
As 19.767 -16.002 6.817
F 19.176 -10.019 8.889
F 18.678 -14.687 6.439
F 18.672 -16.556 8.018
```

Summary:
- HOMO (eV) = -5.3
- gap between HOMO and LUMO (hartree) = 0.280
- charge = -1
- ΔE to the lowest compared entry with this formula, charge and spin (eV) = 0.000

---

No. 6
Computed, not measured: a cluster of 2 separate species, C3H8N2 in total in a non-equilibrium geometry, with ωB97M-V/def2-TZVPD.

XYZ file:
```
13
C3H8N2 | OMol25 | ωB97M-V/def2-TZVPD
H -0.672 1.899 0.933
H 0.253 0.763 -1.089
C -0.535 0.821 0.910
H -1.497 0.599 -0.997
C -0.559 0.303 -0.522
H -1.212 -1.689 -0.013
N 2.713 0.248 -0.423
N 2.749 0.412 0.662
H 0.417 0.587 1.385
H 0.538 -1.521 -0.154
H -0.459 -1.566 -1.606
H -1.324 0.358 1.495
C -0.415 -1.214 -0.581
```

Summary:
- HOMO (eV) = -11.6
- SMILES = CCC.N#N
- gap between HOMO and LUMO (hartree) = 0.479
- charge = 0
- ΔE to the lowest compared entry with this formula, charge and spin (eV) = 0.000